# C23H23N3O4S2

C23H23N3O4S2 in the gas phase (ωB97M-V/def2-TZVPD, OMol25).

Values from the calculation:
* gap between HOMO and LUMO: 7.950 eV
* ΔE to the lowest compared entry with this formula, charge and spin: 22.86 kJ/mol
* electronic energy: -2151.884882 a.u.
* highest occupied orbital energy: -7.49 eV
* total charge: 0
* SMILES string: CCOc1ccc(NC(=O)CSc2nc3c(c(=O)n2-c2ccccc2OC)SCC3)cc1

Atoms and positions in Å:
C -8.09228 -0.92551 -1.49196
C -6.68216 -0.36535 -1.59201
O -6.19248 -0.19898 -0.27539
C -4.95415 0.33054 -0.09468
C -4.55754 0.51073 1.23256
C -3.32475 1.04656 1.52779
C -2.44765 1.41707 0.50816
N -1.20888 1.96105 0.87590
C -0.13170 2.20274 0.08597
O -0.10350 2.09408 -1.11708
C 1.06990 2.72513 0.87554
S 2.59805 1.96803 0.24546
C 2.07866 0.30183 0.28262
N 0.93973 0.03233 0.84403
C 0.52095 -1.24637 0.78947
C 1.24903 -2.23799 0.19963
C 2.52978 -1.98156 -0.40404
O 3.27386 -2.77346 -0.93536
N 2.87560 -0.61104 -0.31640
C 4.13639 -0.21393 -0.84771
C 4.34190 -0.19431 -2.21366
C 5.57675 0.17513 -2.71795
C 6.59437 0.51657 -1.84731
C 6.39820 0.49033 -0.47641
C 5.16638 0.11681 0.04545
O 4.85744 0.03904 1.36690
C 5.84695 0.38419 2.30673
S 0.49589 -3.81242 0.24617
C -0.81546 -3.18930 1.38627
C -0.81277 -1.66345 1.33108
C -2.83788 1.23566 -0.81175
C -4.07779 0.69644 -1.11054
H -8.07631 -1.87971 -0.97270
H -8.72510 -0.23953 -0.93561
H -8.50558 -1.06646 -2.48648
H -6.03735 -1.05818 -2.15039
H -6.69417 0.60166 -2.11377
H -5.24007 0.22306 2.01611
H -3.03458 1.18136 2.56052
H -1.07013 2.02160 1.87427
H 1.18945 3.79444 0.69852
H 0.99752 2.52370 1.94271
H 3.53218 -0.47096 -2.87030
H 5.74013 0.19251 -3.78366
H 7.56090 0.80440 -2.23276
H 7.21308 0.75330 0.17871
H 5.38192 0.25314 3.28244
H 6.71848 -0.27293 2.23074
H 6.15958 1.42635 2.19000
H -1.76155 -3.62260 1.07261
H -0.56559 -3.55790 2.38130
H -0.98902 -1.23013 2.31602
H -1.59087 -1.28859 0.65929
H -2.16759 1.51116 -1.60796
H -4.34615 0.56972 -2.14708

What are the Mulliken partial charges on each atom? They are as follows, in elementary charge units: -1.433 -0.265 -0.392 0.592 -0.704 -0.375 0.096 -0.031 0.440 -0.663 -0.594 -0.056 0.735 -0.290 -0.112 0.463 0.269 -0.670 0.451 -0.862 -0.077 -0.951 -0.652 -0.725 1.043 -0.297 -0.981 -0.220 -0.698 -0.115 -0.579 -0.464 0.324 0.327 0.419 0.351 0.373 0.417 0.349 0.225 0.407 0.394 0.463 0.400 0.399 0.410 0.250 0.347 0.391 0.432 0.326 0.354 -0.118 0.497 0.380



# C6H10O

C6H10O in the gas phase (ωB97M-V/def2-TZVPD, OMol25).

Values from the calculation:
* gap between HOMO and LUMO (spin up / spin down): 7.701 / 8.207 eV
* ΔE to the lowest compared entry with this formula, charge and spin: 393.40 kJ/mol
* electronic energy: -309.692532 a.u.
* highest occupied orbital energy (spin up / spin down): -7.51 / -7.96 eV
* total charge: 0

Atoms and positions in Å:
C -2.08038 -0.64632 -0.70085
C -1.33862 0.53034 -0.17514
C 0.89711 1.58978 0.41172
C 0.07588 0.68280 -0.35879
C 0.58004 -0.67351 0.44785
C 2.08564 -0.67329 0.32471
O 2.65602 -0.92020 -0.71428
H -2.06941 -1.50872 -0.00676
H -1.66605 -0.99815 -1.65294
H -3.13394 -0.39334 -0.86270
H -1.81976 1.12492 0.60045
H 1.77279 2.05472 -0.02626
H 0.56859 1.91471 1.39508
H 0.44583 0.48255 -1.37217
H 0.13682 -1.54990 -0.04679
H 0.25594 -0.62473 1.49020
H 2.63351 -0.39167 1.24668

What are the Mulliken partial charges on each atom? They are as follows, in elementary charge units: -1.210 -0.418 -1.156 0.559 -0.716 0.023 -0.494 0.282 0.333 0.383 0.371 0.363 0.323 0.265 0.368 0.353 0.373



# C2H3F2I

C2H3F2I in the gas phase (ωB97M-V/def2-TZVPD, OMol25).

Values from the calculation:
* gap between HOMO and LUMO: 10.409 eV
* ΔE to the lowest compared entry with this formula, charge and spin: 50.52 kJ/mol
* electronic energy: -575.407382 a.u.
* highest occupied orbital energy: -10.01 eV
* total charge: 0
* SMILES string: CC(F)(F)I

Atoms and positions in Å:
C 0.11347 0.24302 -0.03068
C 0.83459 1.52650 0.74063
F 2.02230 1.52074 0.20699
F 1.09269 1.45017 2.08095
I -0.16921 3.34199 0.25909
H -0.97283 0.18692 0.11002
H 0.37092 0.53430 -1.14937
H 0.71202 -0.60703 0.29724

What are the Mulliken partial charges on each atom? They are as follows, in elementary charge units: -0.978 0.402 -0.199 -0.234 0.056 0.339 0.315 0.299



# C4H10O

C4H10O in the gas phase (ωB97M-V/def2-TZVPD, OMol25).

Values from the calculation:
* gap between HOMO and LUMO: 11.322 eV
* ΔE to the lowest compared entry with this formula, charge and spin: 23.12 kJ/mol
* electronic energy: -233.636145 a.u.
* highest occupied orbital energy: -10.32 eV
* total charge: 0
* SMILES string: CC(C)CO

Atoms and positions in Å:
C -0.04578 -1.39877 -0.83640
C -0.42484 -0.16673 -0.01865
C -0.48242 1.05611 -0.93332
C 0.56179 0.04917 1.12295
O 0.11388 1.13361 1.91687
H -0.78633 -1.57176 -1.62653
H 0.01865 -2.30502 -0.22220
H 0.92766 -1.24009 -1.32130
H -1.40884 -0.33456 0.43917
H -0.55804 1.98794 -0.36415
H 0.43018 1.09342 -1.54542
H -1.33262 0.99620 -1.61980
H 1.55977 0.25363 0.69869
H 0.64009 -0.86966 1.72746
H 0.78687 1.31651 2.58263

What are the Mulliken partial charges on each atom? They are as follows, in elementary charge units: -1.459 0.654 -1.348 -0.631 -0.510 0.363 0.382 0.345 0.234 0.353 0.320 0.354 0.312 0.326 0.305



Which of these has the highest ΔE to the lowest compared entry with this formula, charge and spin? C6H10O



Which value of electronic energy does entry 1 give? -2151.884882 a.u.